(1)
A 2-piece molecular cluster, C4H12OS overall at a distorted geometry. Source: the Open Molecules 2025 dataset; level of theory: the ωB97M-V functional and the def2-TZVPD basis.

HOMO-LUMO gap ... 9.29 eV
SMILES ... CCO.CSC
Energy ... -632.9640 a.u.
HOMO energy ... -0.3109 hartree

```
! RIJCOSX wB97M-V def2-TZVPD def2/J DEFGRID3
* xyz 0 1
C -0.97 -4.44 -0.03
S -1.74 -2.89 -0.43
C -3.24 -2.79 0.51
H -1.48 -5.30 0.50
H -0.01 -4.35 0.50
H -0.62 -4.94 -0.98
H -3.90 -3.64 0.28
H -3.11 -2.76 1.57
H -3.82 -1.90 0.16
C 1.40 3.78 0.09
O 2.00 4.72 0.99
C 2.50 3.27 -0.85
H 0.84 3.03 0.71
H 0.86 4.34 -0.70
H 2.93 4.52 0.99
H 3.18 2.42 -0.55
H 1.91 2.89 -1.69
H 3.25 4.03 -1.06
*
```

natural (NBO) population analysis, charges in e, atoms 1 to 8: -0.80 0.22 -0.76 0.24 0.22 0.23 0.21 0.21

(2)
A 2-piece molecular cluster, C4H12OS overall at a distorted geometry. Source: the Open Molecules 2025 dataset; level of theory: the ωB97M-V functional and the def2-TZVPD basis.

HOMO-LUMO gap ... 9.93 eV
SMILES ... CCO.CCS
Energy ... -632.9757 a.u.
HOMO energy ... -0.3312 hartree

```
! RIJCOSX wB97M-V def2-TZVPD def2/J DEFGRID3
* xyz 0 1
C -3.85 -0.02 1.32
C -2.40 -0.62 1.04
S -2.45 -1.47 -0.56
H -4.03 0.08 2.39
H -4.55 -0.68 0.81
H -3.87 0.96 0.84
H -1.65 0.17 1.03
H -2.43 -1.28 1.90
H -3.55 -0.89 -1.05
C 3.79 0.72 -0.91
O 3.43 0.26 0.44
C 3.90 2.22 -0.89
H 4.62 0.09 -1.22
H 2.89 0.51 -1.50
H 4.26 -0.03 0.79
H 2.91 2.65 -0.87
H 4.54 2.63 -0.10
H 4.42 2.53 -1.82
*
```

natural (NBO) population analysis, charges in e, atoms 1 to 8: -0.60 -0.53 -0.05 0.21 0.21 0.20 0.22 0.22

(3)
A 2-piece molecular cluster, C4H12OS overall at a distorted geometry. Source: the Open Molecules 2025 dataset; level of theory: the ωB97M-V functional and the def2-TZVPD basis.

HOMO-LUMO gap ... 9.75 eV
SMILES ... CCO.CCS
Energy ... -632.9969 a.u.
HOMO energy ... -0.3275 hartree

```
! RIJCOSX wB97M-V def2-TZVPD def2/J DEFGRID3
* xyz 0 1
C -1.46 -0.84 -1.49
C -1.13 0.28 -2.45
S -2.06 1.81 -2.00
H -1.68 -0.47 -0.49
H -2.36 -1.30 -1.80
H -0.63 -1.52 -1.47
H -1.35 0.06 -3.48
H -0.08 0.55 -2.38
H -2.14 2.27 -3.25
C 0.83 -0.30 2.45
O -0.07 0.31 1.55
C 2.28 -0.12 2.05
H 0.67 -1.38 2.50
H 0.65 0.09 3.45
H 0.45 0.87 0.95
H 2.48 -0.43 1.03
H 2.92 -0.77 2.64
H 2.67 0.89 2.19
*
```

natural (NBO) population analysis, charges in e, atoms 1 to 8: -0.63 -0.48 -0.07 0.23 0.21 0.21 0.21 0.20

(4)
A 2-piece molecular cluster, C4H12OS overall at a distorted geometry. Source: the Open Molecules 2025 dataset; level of theory: the ωB97M-V functional and the def2-TZVPD basis.

HOMO-LUMO gap ... 9.52 eV
SMILES ... CCCCS.O
Energy ... -633.0026 a.u.
HOMO energy ... -0.3253 hartree

```
! RIJCOSX wB97M-V def2-TZVPD def2/J DEFGRID3
* xyz 0 1
C 2.19 1.20 -1.39
C 1.57 1.25 0.01
C 0.23 0.57 -0.05
C -0.57 0.63 1.23
S -1.89 -0.65 1.26
H 3.07 1.91 -1.39
H 2.53 0.15 -1.62
H 1.45 1.49 -2.13
H 1.47 2.30 0.32
H 2.21 0.84 0.79
H 0.42 -0.44 -0.42
H -0.35 1.10 -0.87
H -1.08 1.60 1.31
H 0.14 0.42 2.03
H -1.72 -1.19 0.06
H 0.74 -2.10 -1.05
H 0.55 -1.55 -2.42
O 0.04 -2.02 -1.71
*
```

natural (NBO) population analysis, charges in e, atoms 1 to 8: -0.60 -0.40 -0.41 -0.49 -0.08 0.22 0.19 0.21

(5)
A 2-piece molecular cluster, C4H12OS overall at a distorted geometry. Source: the Open Molecules 2025 dataset; level of theory: the ωB97M-V functional and the def2-TZVPD basis.

HOMO-LUMO gap ... 9.44 eV
SMILES ... CCO.CSC
Energy ... -632.9580 a.u.
HOMO energy ... -0.3137 hartree

```
! RIJCOSX wB97M-V def2-TZVPD def2/J DEFGRID3
* xyz 0 1
C -0.30 0.73 1.80
S -1.56 1.03 0.53
C -0.78 1.82 -0.92
H -0.34 1.57 2.41
H 0.75 0.52 1.54
H -0.54 -0.23 2.13
H -0.70 1.24 -1.81
H -1.40 2.68 -1.20
H 0.21 2.18 -0.67
C 0.90 -1.89 -0.93
O 1.09 -2.25 0.44
C 1.77 -0.59 -1.34
H 1.29 -2.86 -1.31
H -0.17 -1.69 -1.11
H 1.82 -1.65 0.84
H 2.85 -0.55 -1.16
H 1.60 -0.46 -2.37
H 1.27 0.25 -0.89
*
```

natural (NBO) population analysis, charges in e, atoms 1 to 8: -0.74 0.16 -0.74 0.22 0.21 0.24 0.21 0.23

(6)
A 2-piece molecular cluster, C4H12OS2 overall at a distorted geometry. Source: the Open Molecules 2025 dataset; level of theory: the ωB97M-V functional and the def2-TZVPD basis.

HOMO-LUMO gap (alpha / beta) ... 2.29 / 8.54 eV
<S²> ... 0.751
Energy ... -1031.1587 a.u.
HOMO energy (alpha / beta) ... 0.0312 / -0.1939 hartree

```
! RIJCOSX wB97M-V def2-TZVPD def2/J DEFGRID3
* xyz -1 2
C 0.87 -0.05 -1.03
C 1.43 1.39 -1.16
C 1.83 -1.11 -0.51
S 1.48 -2.11 1.04
S 0.25 -0.80 2.01
C -1.44 -1.53 1.84
H -0.05 0.03 -0.44
H 0.65 -0.37 -2.07
H 1.30 2.05 -0.29
H 2.53 1.46 -1.23
H 1.08 1.98 -2.00
H 1.95 -1.80 -1.31
H 2.83 -0.66 -0.45
H -2.15 -0.76 2.24
H -1.77 -1.57 0.79
H -1.62 -2.48 2.37
H -3.49 1.98 0.71
H -2.47 2.49 -0.31
O -3.20 1.86 -0.20
*
```

natural (NBO) population analysis, charges in e, atoms 1 to 8: -0.45 -0.64 -0.51 -0.06 -0.21 -0.86 0.24 0.19